A 9-piece molecular cluster, C30H39Cl12N3O6 overall in a non-equilibrium geometry. Source: OMol25; level of theory: ωB97M-V/def2-TZVPD.

XYZ file:
```
90
Properties=species:S:1:pos:R:3:forces:R:3
Cl -5.766528 3.537272 0.962926 0.464 -0.790 -0.155
C -5.182338 1.857702 0.546456 -0.147 -0.170 0.039
C -6.051388 1.210892 -0.556394 0.708 0.697 1.460
Cl -7.761468 1.164652 0.099976 0.915 -0.229 -0.912
H -5.167708 1.231672 1.438626 -0.598 0.268 0.174
H -4.119408 1.907262 0.310206 -0.143 0.262 -0.639
H -5.651488 0.207002 -0.699174 -0.425 -0.081 -0.030
H -5.932198 1.785102 -1.475184 -0.675 -0.060 0.048
Cl -1.090498 5.086952 2.764506 -1.080 -0.544 -0.692
C -2.282218 4.428172 1.509876 1.697 -0.628 -0.843
C -1.508578 3.475432 0.537276 -0.458 0.322 0.919
Cl -1.038168 1.944422 1.392486 -0.006 0.339 -0.163
H -2.616718 5.288362 0.929976 -0.107 -0.060 0.214
H -3.116538 3.869932 1.934586 0.216 0.424 0.437
H -0.594488 3.921902 0.145866 -0.128 -0.039 0.089
H -2.156708 3.164182 -0.281964 0.018 0.089 0.016
Cl 0.072502 2.526472 -3.026724 0.155 0.596 -0.583
C 0.640202 3.938682 -4.024064 -0.373 0.345 0.177
C 1.550332 4.891732 -3.221254 0.157 -1.286 -0.400
Cl 0.819712 5.597732 -1.761394 -0.126 0.053 -0.590
H -0.237478 4.415032 -4.460944 -0.156 0.141 0.529
H 1.150252 3.543202 -4.902444 0.476 -0.124 0.313
H 1.973792 5.662302 -3.865464 -0.393 0.169 0.060
H 2.387392 4.270842 -2.901984 0.023 0.154 0.332
Cl 6.069182 0.658112 -4.666354 1.503 0.193 -0.173
C 4.466842 0.517582 -4.043814 -1.112 -0.002 1.635
C 4.344532 0.662742 -2.462664 -0.004 -0.348 -1.513
Cl 5.039092 -0.713648 -1.508764 -0.094 0.571 -0.551
H 4.095182 -0.413318 -4.472044 -0.305 0.062 0.538
H 3.905402 1.348872 -4.470234 -0.201 -0.105 0.112
H 3.295312 0.731672 -2.175434 0.041 -0.100 -0.169
H 4.818942 1.600782 -2.174374 0.220 -0.271 0.146
Cl -3.990178 -1.692138 5.464386 0.180 -0.012 0.151
C -2.211978 -1.598698 5.440946 0.482 1.187 -0.277
C -1.758868 -1.576998 3.984896 0.017 -1.358 -0.467
Cl 0.041222 -1.562568 3.882106 -0.247 0.404 0.066
H -1.778598 -2.316228 6.137676 -0.111 -0.544 -0.711
H -1.861458 -0.648638 5.844216 -0.539 0.238 0.189
H -2.196078 -0.785468 3.376266 0.296 0.505 0.551
H -2.046118 -2.467088 3.425136 -0.044 -0.239 0.390
Cl -1.212288 -1.585638 -7.004814 -0.211 0.986 0.168
C -1.003648 0.185392 -6.615124 0.625 -0.903 0.869
C 0.475592 0.532192 -6.574424 -0.319 1.156 -0.442
Cl 1.431582 -0.418278 -5.437994 0.015 -0.627 0.047
H -1.294828 0.406722 -5.588314 -0.676 -0.617 0.000
H -1.635358 0.785772 -7.269784 0.463 -0.119 -0.252
H 0.521862 1.507302 -6.089524 -0.006 0.320 -0.534
H 0.964122 0.555752 -7.548534 0.006 -0.169 0.165
C 4.193942 0.387652 3.141816 0.913 -0.354 0.829
C 3.478712 -0.124248 2.105566 -1.421 0.099 -0.936
C 2.950782 0.718522 1.139846 0.371 1.224 -0.406
C 3.201262 2.104002 1.221456 1.009 -1.321 1.843
C 4.085452 2.607292 2.220426 -0.836 -0.834 -0.223
C 4.568592 1.717962 3.204766 -0.635 0.848 -1.017
N 2.583012 2.973552 0.243576 1.362 1.304 -0.570
O 2.547432 4.173942 0.430556 -0.032 -0.065 1.033
O 2.290592 2.496362 -0.824494 -0.696 -1.028 -0.796
H 4.516612 -0.340998 3.870746 0.208 0.251 0.377
H 3.184942 -1.163508 2.098636 0.228 -0.145 -0.128
H 2.429712 0.356792 0.265756 -0.359 -0.147 0.172
H 4.366082 3.650192 2.223906 -0.161 0.060 0.034
H 5.184932 2.088882 4.010346 0.076 0.013 -0.053
C 1.804872 -2.402518 -1.015314 -0.257 1.644 -1.344
C 1.320632 -1.548748 -2.050704 -0.195 -0.571 1.702
C 0.056992 -0.923408 -1.926844 1.055 -0.616 -1.270
C -0.731648 -1.170448 -0.818284 1.126 -0.490 -0.260
C -0.222388 -1.987418 0.184596 -1.254 0.875 0.204
C 1.033652 -2.563388 0.102356 -0.780 -0.433 0.742
N -2.063868 -0.569208 -0.689834 -0.721 1.403 0.099
O -2.868478 -1.052658 0.078846 0.352 -0.698 0.269
O -2.324168 0.462652 -1.307254 0.811 -0.761 -0.254
H 2.812072 -2.785548 -1.087754 -0.050 -0.233 -0.022
H 2.010662 -1.395028 -2.867174 -0.440 0.232 -0.336
H -0.293208 -0.373788 -2.788054 -0.158 0.350 0.187
H -0.878118 -2.041958 1.041026 0.274 -0.533 0.335
H 1.337912 -3.173648 0.939856 0.224 -0.020 0.047
C 0.375852 -4.985818 4.276516 -0.886 -0.249 1.829
C 0.453962 -5.152748 2.928786 -0.356 0.297 -1.668
C -0.703328 -5.221178 2.141286 -1.921 -0.501 1.419
C -1.994048 -5.271928 2.835356 2.476 -0.241 -3.001
C -2.016178 -5.072388 4.172306 -1.357 -1.021 1.629
C -0.864748 -4.933088 4.905546 1.509 -0.028 -0.251
N -3.284378 -5.512978 2.053916 0.677 2.137 -1.072
O -4.297418 -5.203808 2.603156 -1.185 -0.245 2.051
O -3.285148 -5.701198 0.851986 1.613 -0.949 -0.012
H 1.205852 -5.015148 4.966906 0.502 0.210 -0.452
H 1.427492 -5.194178 2.463046 0.019 -0.054 -0.224
H -0.657628 -5.317098 1.066516 -0.078 -0.061 -0.016
H -2.902758 -5.281508 4.752526 -0.496 0.479 -0.282
H -0.834218 -4.899328 5.984586 -0.527 0.113 0.059
```
Positions in Å, forces in eV/Å.

As for the SMILES: O=[N+]([O-])c1ccccc1.O=[N+]([O-])c1ccccc1.O=[N+]([O-])c1ccccc1.ClCCCl.ClCCCl.ClCCCl.ClCCCl.ClCCCl.ClCCCl. The total energy comes out at -198758.769 eV.


C30H39Cl2HgN8OSi as an isolated structure in a non-equilibrium geometry. Source: OMol25; level of theory: ωB97M-V/def2-TZVPD.

XYZ file:
```
82
Properties=species:S:1:pos:R:3:forces:R:3
Hg -1.955788 -0.619134 -0.870216 0.056 0.365 0.125
C 3.422212 1.769766 0.562384 0.311 0.426 0.203
N 2.715212 0.808166 -0.237116 -0.499 -0.325 -0.105
C 1.440312 0.394966 -0.152816 0.030 -0.079 -0.209
N 1.201512 -0.515634 -1.069616 -0.398 -0.317 0.074
C 2.384612 -0.638134 -1.704816 -0.010 0.204 0.294
N 3.320712 0.141366 -1.223916 1.013 0.052 -0.436
C 3.372412 1.449866 2.036384 -0.025 0.121 0.062
C 3.625512 2.447966 2.973784 -0.037 -0.278 -0.010
C 3.573612 2.158566 4.330384 0.052 0.072 -0.092
C 3.228912 0.894866 4.767284 -0.109 -0.402 -0.137
C 2.946712 -0.101234 3.832184 0.264 0.711 -0.530
C 3.055212 0.177466 2.470084 0.000 -0.131 0.280
C 2.459012 -1.390934 4.238584 -0.341 -0.831 0.939
N 2.241512 -1.827634 5.448784 0.769 1.639 -0.525
N 1.682812 -3.035234 5.344184 -0.692 -1.592 -0.708
C 1.571912 -3.309634 4.073384 0.290 0.617 0.980
O 2.059612 -2.299434 3.307884 -0.034 0.026 0.298
C 0.995612 -4.480434 3.465384 -0.264 -0.493 -0.603
C 0.393712 -5.463134 4.253384 0.146 0.270 -0.127
C -0.178888 -6.562734 3.647084 -0.044 -0.075 -0.047
C -0.138988 -6.712934 2.267284 0.153 0.158 -0.020
C 0.473912 -5.746934 1.476984 0.000 -0.135 0.043
C 0.527412 -5.880334 -0.026916 0.081 -0.176 0.382
N -0.564388 -5.174434 -0.648916 -0.095 0.490 -0.461
C -0.601788 -3.926434 -1.141116 -0.306 -0.102 -0.099
N -1.821588 -3.641534 -1.543616 0.061 0.450 -0.249
C -2.513988 -4.764434 -1.266616 0.395 0.049 0.080
N -1.785888 -5.711234 -0.726916 -0.315 -0.877 0.353
C 1.021112 -4.626034 2.078284 0.040 -0.017 0.303
H 2.996312 2.764466 0.393884 0.091 -0.064 -0.045
H 4.458012 1.772566 0.206284 -0.234 0.003 -0.037
H 0.737212 0.745066 0.574084 -0.178 0.176 0.191
H 2.555612 -1.309334 -2.521716 0.080 -0.118 -0.203
H 3.861012 3.447366 2.641284 0.026 0.151 -0.035
H 3.782612 2.931966 5.052484 0.021 0.097 0.069
H 3.154412 0.651266 5.813584 -0.029 0.063 0.185
H 2.864012 -0.614834 1.760984 -0.035 0.010 -0.036
H 0.385512 -5.336234 5.323384 -0.043 -0.019 0.142
H -0.666088 -7.312134 4.251784 -0.014 -0.086 0.060
H -0.579688 -7.582634 1.804584 -0.074 -0.086 -0.072
H 0.454812 -6.930534 -0.317516 0.082 0.157 -0.062
H 1.458412 -5.449134 -0.398716 -0.062 -0.114 -0.086
H 0.239712 -3.267334 -1.205916 0.297 0.170 0.074
H -3.558588 -4.882734 -1.465016 -0.258 -0.067 -0.055
H 1.482712 -3.855434 1.477584 0.055 0.060 -0.097
Cl -6.083488 1.207366 -1.289416 -0.136 0.074 0.144
C -6.407488 -0.436034 -1.845916 0.076 -0.165 -0.136
Cl -4.938288 -1.189234 -2.509916 -0.333 -0.043 0.019
H -7.152188 -0.380834 -2.638316 0.125 -0.069 0.166
H -6.751488 -1.030334 -0.998916 0.095 0.132 -0.212
C -2.904188 2.202566 -3.058916 0.585 0.180 0.371
Si -1.293988 2.391466 -2.031416 -0.252 0.044 -0.176
C 0.143712 2.898066 -3.268416 -0.230 0.049 0.276
C 1.421712 3.296966 -2.533216 -0.281 -0.031 0.006
C -0.270788 4.055366 -4.181316 -0.160 -0.108 0.224
C 0.440512 1.683866 -4.148216 -0.130 -0.038 0.261
C -1.683088 3.620766 -0.565316 0.105 -0.119 -0.257
C -2.847088 3.053866 0.243384 0.077 -0.237 -0.136
C -0.511488 3.837666 0.390384 -0.029 -0.053 -0.229
C -2.121588 4.966566 -1.138916 0.132 -0.118 -0.067
H -3.127088 3.109166 -3.613416 -0.026 0.242 -0.175
H -3.755988 1.996866 -2.419916 -0.031 -0.113 0.112
H -2.819688 1.386166 -3.768216 0.034 -0.175 -0.131
H 1.286012 4.222866 -1.979416 0.036 0.130 0.072
H 2.227312 3.450166 -3.249816 0.187 0.027 -0.115
H 1.727312 2.520566 -1.839016 0.136 -0.124 0.132
H -0.438988 4.966866 -3.612416 -0.030 0.150 -0.012
H -1.181088 3.821366 -4.726616 -0.133 0.014 -0.125
H 0.514412 4.250566 -4.913716 0.122 0.043 -0.081
H 0.844712 0.862266 -3.562816 0.027 -0.157 0.092
H 1.171512 1.941166 -4.914316 0.097 0.069 -0.152
H -0.464488 1.333666 -4.635716 -0.116 -0.121 -0.206
H -2.614788 2.068466 0.647084 -0.039 -0.081 0.045
H -3.743588 2.968966 -0.362916 -0.184 -0.082 -0.066
H -3.073888 3.717866 1.075784 -0.038 0.149 0.170
H -0.117088 2.891566 0.751484 0.118 -0.166 0.103
H -0.842588 4.406466 1.258284 -0.059 0.125 0.158
H 0.292812 4.395966 -0.079816 0.176 0.028 -0.038
H -2.921288 4.835366 -1.862416 -0.162 0.089 -0.131
H -1.293888 5.473566 -1.626216 0.102 0.150 -0.115
H -2.488688 5.614266 -0.343616 -0.076 0.150 0.162
```
Positions in Å, forces in eV/Å.

Its multiplicity is 2. The total energy comes out at -82807.672 eV. The expectation value of S² is 0.76.


Q: Which formula does entry 2 have?
A: C30H39Cl2HgN8OSi